Here is a cluster of 9 separate species, C39H102N6O15 in total in a non-equilibrium geometry from the Open Molecules 2025 dataset. Energies are from ωB97M-V with the def2-TZVPD basis set.

Values from the calculation:
HOMO	-8.6	eV
electronic energy	-81736.9293	eV
energy above the lowest of the compared OMol25 structures with the same formula, charge and spin	83.0	kcal/mol
HOMO-LUMO gap	8.85	eV

```
162
C39H102N6O15 ωB97M-V with the def2-TZVPD basis set
H -1.34 1.62 1.16
H 1.23 6.78 3.72
H -2.34 7.05 6.08
N 0.51 5.68 1.98
H -3.77 -3.26 -6.94
H 4.01 1.92 -7.21
H -7.59 -2.51 -2.20
H 1.95 -2.89 6.84
C -0.71 0.73 1.27
H 1.42 -12.69 7.77
H -4.58 7.23 1.20
H 7.44 1.55 3.68
O -5.69 5.77 2.19
C -6.62 -2.57 -2.69
H 1.74 6.90 -0.89
C 13.18 0.80 -2.07
H 13.30 0.98 -3.14
H -6.63 0.11 2.86
C -10.15 3.11 -2.10
C -8.86 1.41 2.27
N 9.32 2.61 -0.88
H 4.03 -2.27 -5.80
H -1.12 6.08 6.90
H -10.12 4.35 -0.34
H -8.81 0.50 1.68
H -5.00 -3.04 -8.17
H 5.92 -1.11 -5.17
H -10.82 2.06 1.75
H 8.86 -1.93 -6.93
H -0.24 6.35 1.85
O -0.83 6.44 4.82
H -8.95 2.43 -4.30
C -5.96 -4.17 -1.09
H 3.31 0.22 -4.16
C 2.77 -5.23 9.06
C 1.95 -6.50 9.64
H 2.32 6.72 1.42
H 9.08 2.09 -2.91
C 8.25 1.71 -0.40
H -5.45 -3.78 -4.77
H -6.03 -1.76 -2.25
N -9.54 2.32 0.12
H 3.68 -2.33 -4.01
H -8.56 2.37 -0.11
H 10.28 3.30 -2.62
H 6.78 1.46 1.11
O -0.22 7.36 -0.24
H -5.61 -5.18 -0.88
H -0.07 -8.30 9.08
O 1.99 -4.58 7.98
C 0.97 5.78 3.37
H 2.14 -10.12 7.95
N 1.89 -7.59 8.65
H -6.83 -4.02 -0.45
H -9.65 3.42 1.90
H 10.51 0.28 -1.90
H -5.70 1.52 3.20
H 7.39 1.75 -1.07
H 8.78 -2.51 -5.26
C 2.72 -3.50 7.31
H 9.06 2.14 4.05
H 1.12 -8.92 10.09
O 0.31 1.04 2.23
O -3.28 1.13 -3.24
H -7.00 1.21 4.23
C 3.64 1.60 -6.24
H 2.34 -0.61 -5.31
C 4.13 -1.78 -4.83
H 0.47 4.85 5.29
C 6.17 -2.85 -4.26
H -0.25 0.53 0.30
H -10.88 3.71 -2.64
O 0.41 -11.05 8.50
H 2.57 1.80 -6.26
C 8.49 -2.74 -6.28
H -0.10 8.46 -1.97
H -3.81 6.70 2.75
C -5.70 -2.55 -6.30
C 0.91 6.45 -0.34
O -8.83 3.43 -2.53
H 3.20 -2.79 7.99
O -5.30 -4.77 -7.10
H 5.59 -4.17 -5.95
H 3.77 -5.48 8.73
H -0.30 -12.91 8.04
N 5.46 -1.60 -4.42
H -3.89 0.53 -3.68
H 2.41 -6.86 10.56
O -6.22 -3.93 -2.48
H -9.28 1.22 3.26
H 13.09 -0.25 -1.80
O -7.57 1.98 2.42
C 6.48 -3.73 -5.49
H -4.88 -6.70 -7.82
C -10.36 3.32 -0.62
H 3.08 -4.50 9.81
C 0.46 -12.19 7.73
H -5.12 -3.54 -0.80
C -0.04 5.29 4.43
H -1.02 6.95 -2.11
C 1.09 -9.86 8.04
H -1.72 8.41 -1.40
H -3.80 5.75 1.31
C -4.82 -3.43 -7.17
H -3.56 -5.84 -7.04
H -2.26 5.30 5.78
H -4.49 2.69 -2.45
C -8.73 3.44 -3.94
H -4.15 -5.36 -8.64
H -7.18 -1.34 -4.42
C -9.79 2.39 1.57
C 1.55 6.04 1.04
H 2.12 5.13 0.87
C -6.82 -2.34 -4.17
H 7.40 3.09 1.03
H -0.72 4.61 3.92
O 3.93 0.21 -6.14
O 8.70 1.80 2.07
H -4.09 2.79 -4.15
H -2.93 3.21 -2.91
H 1.56 -7.23 7.77
H -7.71 3.74 -4.21
H -6.71 -2.76 -6.67
H 0.42 1.98 2.08
H 10.12 2.46 -0.29
H 0.66 5.52 -0.85
C -6.73 1.15 3.17
H 0.93 -6.22 9.91
H -10.34 2.06 -2.32
H 8.91 -3.72 -6.48
H -11.42 3.14 -0.46
H 3.43 -3.97 6.64
C -4.45 -5.71 -7.66
C 7.70 2.04 1.06
H 11.09 1.02 -3.41
H 0.77 -9.59 7.04
H 0.14 -11.92 6.72
C 10.87 1.20 -2.35
H -5.65 4.86 2.51
H 13.98 1.28 -1.50
H -5.59 -1.48 -6.48
H -9.43 4.21 -4.26
H 7.10 -2.74 -3.69
N -5.62 -2.79 -4.92
H -7.68 -2.90 -4.52
C 8.22 2.24 3.36
C -0.82 7.81 -1.48
H 7.87 3.27 3.46
C 9.87 2.38 -2.22
C -4.44 6.42 1.90
C -1.67 6.20 5.96
C 3.38 -0.44 -5.02
H 4.04 2.16 -5.39
C -3.70 2.49 -3.18
H 5.54 -3.38 -3.54
H 1.95 5.31 3.52
C 0.96 -8.68 9.04
O 12.03 1.54 -1.65
H 8.58 0.67 -0.44
H -1.36 -0.09 1.59
H 7.07 -4.61 -5.26
O 7.13 -2.96 -6.48
```